Entry 1:
Formula: C3H9N
Source: OMol25
Level of theory: ωB97M-V with the def2-TZVPD basis set

```
13
Properties=species:S:1:pos:R:3:forces:R:3:lowdin_charge:R:1
C 2.191311 -0.879714 -0.371236 -0.8 -0.6 0.4 -0.0959
N 2.651567 -0.041304 -1.180790 -0.1 0.6 0.5 -0.0827
C 1.866019 0.198067 -2.367884 -0.6 0.4 -1.1 -0.1705
H 2.493254 -0.964477 0.671227 0.8 0.0 -0.2 0.0626
H 1.355752 -1.556316 -0.606544 -0.2 0.3 -0.2 0.0740
H 0.785792 0.285779 -2.196200 0.1 -0.4 0.4 0.0724
H 2.096472 1.168137 -2.813795 0.5 -0.1 0.1 0.0657
H 1.975257 -0.541617 -3.160507 0.3 -0.2 0.1 0.0745
C -3.057145 0.466440 2.395413 -0.7 0.1 0.2 -0.0523
H -2.140980 0.505447 2.975675 0.4 -0.3 -0.5 0.0136
H -3.485091 -0.529809 2.336735 0.1 -0.2 0.5 0.0111
H -3.723742 1.114747 2.964163 -0.3 0.0 -0.3 0.0135
H -3.008470 0.774624 1.353741 0.5 0.5 0.2 0.0141
```
Positions in Å, forces in eV/Å.

Output
Lowest unoccupied orbital energy, eV: 0.848
SMILES: C=NC.C
Net charge: 0

***

Entry 2:
Formula: C3H9N
Source: OMol25
Level of theory: ωB97M-V with the def2-TZVPD basis set

```
13
Properties=species:S:1:pos:R:3:forces:R:3:lowdin_charge:R:1
C 0.637342 -1.358169 0.642789 0.0 -1.2 -1.6 -0.1038
C 0.434995 -0.556357 -0.674726 -0.7 2.6 0.9 -0.2549
N 0.175539 0.894181 -0.379653 -0.4 0.7 0.7 -0.1459
C -1.073468 1.115234 0.316142 -0.7 -2.2 2.4 -0.1880
H -0.269952 -1.847157 1.018732 0.1 0.1 -0.3 0.0638
H 1.138406 -0.955882 1.518480 0.2 0.8 -0.5 0.0715
H 1.301594 -2.109750 0.191105 -0.2 -0.6 1.0 0.0624
H -0.429369 -0.865605 -1.254354 -0.1 -1.0 0.0 0.0967
H 1.316185 -0.655078 -1.309193 0.0 0.3 0.1 0.0991
H 0.138887 1.593233 -1.110380 0.8 -0.8 -0.7 0.0905
H -1.191088 1.973800 0.972352 0.4 1.0 -0.9 0.0724
H -2.032875 0.826044 -0.134992 0.1 0.6 -0.9 0.0750
H -1.156145 0.402625 1.157092 0.6 -0.3 -0.1 0.0612
```
Positions in Å, forces in eV/Å.

Output
Lowest unoccupied orbital energy, eV: 1.218
SMILES: CCNC
Net charge: 0

***

Entry 3:
Formula: C3H9N
Source: OMol25
Level of theory: ωB97M-V with the def2-TZVPD basis set

```
13
Properties=species:S:1:pos:R:3:forces:R:3:lowdin_charge:R:1
C 1.446409 1.459582 -0.770123 -1.0 0.2 0.5 -0.0157
C 0.414562 0.629063 -0.949405 0.7 0.7 -0.5 -0.2587
C 0.561178 -0.757085 -1.424367 0.5 -1.7 0.9 -0.1343
H 1.212470 2.514756 -0.670408 0.3 0.0 0.5 0.0463
H 2.461719 1.136380 -0.584320 0.2 -0.1 -0.8 0.0550
H -0.587573 0.999188 -0.750514 -0.1 0.1 -0.6 0.0890
H 0.064363 -1.435951 -0.713217 -0.1 -0.1 -0.4 0.0701
H 1.605730 -1.087297 -1.450570 0.0 0.3 0.2 0.0734
H 0.221208 -1.005177 -2.430505 -0.5 0.5 0.0 0.0748
N -1.983173 -1.001488 2.550325 0.7 -1.1 0.3 0.0219
H -2.088977 -0.681219 1.612695 -0.5 0.6 -0.3 -0.0139
H -1.009722 -0.914425 2.776848 0.4 -0.1 0.1 -0.0035
H -2.495933 -0.525859 3.260806 -0.6 0.6 -0.1 -0.0045
```
Positions in Å, forces in eV/Å.

Output
Lowest unoccupied orbital energy, eV: 1.000
SMILES: C=CC.N
Net charge: 0

***

Entry 4:
Formula: C3H9N
Source: OMol25
Level of theory: ωB97M-V with the def2-TZVPD basis set

```
13
Properties=species:S:1:pos:R:3:forces:R:3:lowdin_charge:R:1
C -1.283386 -0.221017 -0.454574 -1.4 2.7 3.3 -0.1076
C 0.119340 -0.392731 0.202295 0.6 -1.6 -1.3 -0.5276
C 1.245380 0.136647 -0.757393 0.5 0.1 0.9 -0.0915
N 0.279628 0.120613 1.582817 0.4 1.3 -2.0 -0.0043
H -2.033195 -0.834583 0.114467 0.6 -0.1 -1.2 0.0750
H -1.677319 0.810070 -0.095328 0.7 -1.0 -0.5 0.0872
H -1.408776 -0.104199 -1.518717 0.3 -1.0 -0.4 0.0505
H 0.239112 -1.536792 0.223582 0.2 1.5 0.2 0.1317
H 0.765942 0.498421 -1.698016 0.8 -1.7 -0.1 0.0711
H 1.695008 1.107313 -0.538778 -0.2 0.3 1.2 0.0469
H 2.175087 -0.543861 -0.633775 -1.7 0.8 -1.3 0.1032
H -0.509918 -0.227233 2.125436 0.2 0.9 0.1 0.0589
H 0.393097 1.187351 1.447983 -0.9 -2.3 1.0 0.1064
```
Positions in Å, forces in eV/Å.

Output
Lowest unoccupied orbital energy, eV: 1.133
SMILES: CC(C)N
Net charge: 0

***

Entry 5:
Formula: C3H9N
Source: OMol25
Level of theory: ωB97M-V with the def2-TZVPD basis set

```
13
Properties=species:S:1:pos:R:3:forces:R:3:lowdin_charge:R:1
C 1.343746 0.521927 0.798001 0.2 0.0 -0.3 -0.1127
C -0.128806 0.117565 0.919838 0.1 -0.1 0.0 -0.3086
N -0.928626 0.158335 -0.304820 0.2 0.6 0.0 -0.1499
C -0.504709 -0.774630 -1.325653 0.3 -0.4 -0.2 -0.1628
H 1.821859 0.476482 1.784570 0.0 0.0 -0.2 0.0680
H 1.894623 -0.146422 0.118508 -0.1 0.2 0.3 0.0594
H 1.453520 1.546989 0.402922 -0.1 -0.3 0.2 0.0727
H -0.180213 -0.900636 1.331276 -0.1 0.1 -0.2 0.1079
H -0.610312 0.762220 1.654505 -0.1 0.1 0.0 0.1002
H -0.910851 1.107587 -0.687792 0.0 -0.4 0.2 0.1026
H 0.546769 -0.657668 -1.667319 -0.4 -0.1 0.2 0.0710
H -0.636787 -1.797717 -0.946582 0.1 0.2 -0.1 0.0800
H -1.139605 -0.688354 -2.209453 0.0 0.1 0.1 0.0723
```
Positions in Å, forces in eV/Å.

Output
Lowest unoccupied orbital energy, eV: 1.217
SMILES: CCNC
Net charge: 0

***

Entry 6:
Formula: C3H9N
Source: OMol25
Level of theory: ωB97M-V with the def2-TZVPD basis set

```
13
Properties=species:S:1:pos:R:3:forces:R:3:lowdin_charge:R:1
C 0.553327 0.973644 -0.963957 1.8 -0.7 0.1 -0.1689
C -0.662572 0.163664 -0.643559 -2.2 -1.2 -1.6 -0.3092
C -0.289397 -0.900271 0.437647 -4.1 -2.1 -0.5 -0.3864
N 0.221583 -0.557030 1.747093 1.2 2.0 0.8 -0.0716
H 1.387911 0.320677 -1.342334 -0.8 0.1 0.3 0.0872
H 0.935467 1.292787 0.002104 0.2 0.9 -0.1 0.0504
H 0.545430 1.744018 -1.724012 -0.6 0.5 0.2 0.0634
H -1.631830 0.783722 -0.379859 2.0 -1.1 -0.4 0.1258
H -0.911190 -0.500987 -1.624491 0.1 1.5 2.2 0.1355
H 0.304477 -1.625649 -0.184884 0.3 0.6 1.4 0.1069
H -1.290555 -1.569987 0.669459 2.2 1.7 -0.8 0.1384
H -0.398993 0.116374 2.422630 2.2 -2.0 -2.8 0.1439
H 1.236342 -0.240966 1.584162 -2.2 -0.1 1.1 0.0847
```
Positions in Å, forces in eV/Å.

Output
Lowest unoccupied orbital energy, eV: 1.127
SMILES: CCCN
Net charge: 0

***

Entry 7:
Formula: C3H9N2
Source: OMol25
Level of theory: ωB97M-V with the def2-TZVPD basis set

```
14
Properties=species:S:1:pos:R:3:forces:R:3:lowdin_charge:R:1
C -0.073817 -1.597803 0.763638 -2.1 0.4 1.4 -0.0028
N 0.655409 -0.568716 -0.042214 0.1 0.4 3.0 0.0525
C 0.279085 0.904024 0.183210 -0.4 -1.7 3.4 -0.2793
C -0.915894 1.297324 -0.615713 -4.0 -2.0 0.4 -0.1290
N 0.327252 1.786406 -0.813366 3.0 3.2 -2.3 0.0367
H 0.257223 -1.571693 1.853112 -0.7 0.2 -1.5 0.1384
H -1.191425 -1.605885 0.615804 1.1 0.8 0.5 0.1284
H 0.164577 -2.532166 0.362485 1.0 -1.5 -0.5 0.0758
H 0.657956 -0.833903 -0.996570 0.3 -0.1 -1.3 0.1606
H 1.543880 -0.697394 0.436378 0.9 0.3 -1.2 0.1682
H 0.452245 1.197815 1.314639 -0.2 -0.7 -2.4 0.2079
H -1.311639 0.502185 -1.329337 0.3 0.9 0.9 0.1402
H -1.724874 1.844943 -0.066381 0.9 0.0 -0.9 0.1369
H 0.880021 1.874862 -1.665685 -0.2 -0.2 0.6 0.1655
```
Positions in Å, forces in eV/Å.

Output
Lowest unoccupied orbital energy, eV: -3.423
SMILES: C[NH2+][C@@H]1CN1
Net charge: +1

***

Entry 8:
Formula: C3H9N2
Source: OMol25
Level of theory: ωB97M-V with the def2-TZVPD basis set

```
14
Properties=species:S:1:pos:R:3:forces:R:3:lowdin_charge:R:1
C 1.796499 0.146564 1.075377 -0.3 -0.5 -0.4 -0.0834
C -2.362539 0.427792 -1.449044 0.7 -0.1 1.5 0.2990
C 0.962037 -0.036970 -0.207416 2.6 1.3 -2.4 -0.2383
N -0.901452 -0.921188 0.943631 -2.3 -1.3 0.8 0.1875
N -0.391334 -0.520756 -0.030869 -0.4 1.0 -1.1 -0.0217
H 1.799466 -0.891081 1.567153 0.2 1.9 -0.1 0.1070
H 2.809634 0.388838 0.711132 -0.3 -0.3 0.3 0.0896
H 1.485354 1.022562 1.674835 -0.1 -0.9 0.1 0.0892
H -2.746161 -0.493398 -1.884918 0.3 0.3 -0.1 0.0524
H -1.577394 1.051005 -1.847233 -0.2 -0.2 -0.6 0.0241
H -2.889130 0.861812 -0.582575 0.3 -0.5 -0.5 0.0560
H 1.662475 -0.663730 -0.867070 -1.8 -0.1 0.7 0.1543
H 0.869655 0.861621 -0.942611 0.0 -1.1 1.8 0.1493
H -0.517110 -1.233072 1.839608 1.2 0.4 0.0 0.1350
```
Positions in Å, forces in eV/Å.

Output
Lowest unoccupied orbital energy (alpha / beta), eV: -7.166 / -5.656
Net charge: +1

***

Entry 9:
Formula: C3H9N2
Source: OMol25
Level of theory: ωB97M-V with the def2-TZVPD basis set

```
14
Properties=species:S:1:pos:R:3:forces:R:3:lowdin_charge:R:1
C -1.725821 -0.782850 0.192116 -1.7 1.5 -2.1 0.0387
N -1.220342 0.558989 -0.173822 0.2 -0.6 0.5 0.0461
C -0.033765 1.000791 -0.255791 0.9 2.0 -0.2 0.0104
C 1.229560 0.405714 0.273475 0.4 0.6 0.9 -0.2652
N 1.638259 -0.835540 -0.280151 1.4 -2.2 5.7 0.0181
H -0.879293 -1.275110 0.559539 0.8 -1.8 0.0 0.0664
H -2.498372 -0.677106 0.956604 0.2 0.1 0.0 0.1083
H -2.277266 -1.017476 -0.822200 1.4 -0.8 2.2 0.1647
H -1.998328 1.093418 -0.450700 -0.7 1.5 -0.8 0.1504
H 0.198170 2.039693 -0.679172 -1.3 -1.4 0.5 0.1829
H 1.991769 1.173014 0.113048 -0.1 0.3 0.2 0.1168
H 1.139078 0.285082 1.401722 -0.2 0.2 -1.2 0.1656
H 2.513976 -1.101462 0.345216 -2.4 0.2 -2.0 0.1628
H 1.922381 -0.867156 -1.179883 1.0 0.4 -3.6 0.0340
```
Positions in Å, forces in eV/Å.

Output
Lowest unoccupied orbital energy, eV: -4.858
SMILES: C/[NH+]=C\CN
Net charge: +1

***

Entry 10:
Formula: C3H9N2O
Source: OMol25
Level of theory: ωB97M-V with the def2-TZVPD basis set

```
15
Properties=species:S:1:pos:R:3:forces:R:3:lowdin_charge:R:1
C 1.028044 -0.119373 -1.895408 0.1 0.1 -0.1 -0.3164
C 0.649337 -0.285656 -0.598177 -0.1 -0.2 0.0 -0.3759
N -0.176845 -1.185759 -0.029365 0.3 0.5 -0.2 -0.0828
N 1.984852 0.910626 -2.267654 -0.2 0.0 0.1 -0.0736
H 0.632866 -0.784116 -2.663910 0.0 0.0 -0.1 0.0482
H 1.088302 0.428217 0.101001 0.0 0.1 0.1 0.0871
H -0.448850 -0.709796 1.428567 0.0 -0.4 0.1 -0.0226
H -0.530803 -1.808783 -0.746775 -0.2 -0.1 0.0 0.0006
H 1.620586 1.534007 -2.979194 0.0 0.0 0.0 0.0224
H 2.844958 0.524389 -2.632096 0.1 -0.1 0.0 0.0201
C -1.767652 0.312888 2.455492 -0.1 0.1 0.1 -0.2609
O -0.553720 -0.352831 2.393403 0.1 0.0 0.1 -0.2143
H -2.092312 0.662625 1.470865 0.0 0.1 -0.1 0.0608
H -2.578459 -0.319647 2.851022 -0.1 0.0 0.0 0.0526
H -1.700305 1.193209 3.112228 0.0 0.0 0.0 0.0547
```
Positions in Å, forces in eV/Å.

Output
Lowest unoccupied orbital energy, eV: 4.341
Net charge: -1

***

Values for energy above the lowest of the compared OMol25 structures with the same formula, charge and spin, kJ/mol, ordered as above
139.33 129.46 106.74 127.92 39.02 150.09 296.55 600.39 210.29 98.91
Values for molecular weight, g/mol, ordered as above
59.1 59.1 59.1 59.1 59.1 59.1 73.1 73.1 73.1 89.1
Values for total energy, Ha, ordered as above
-174.39998 -174.40374 -174.41239 -174.40432 -174.43818 -174.39588 -228.87386 -228.75813 -228.90671 -304.42828